Here is a molecular structure, C56H101F6HfN4O18S2 from OMol25. Energies are from wB97M-V/def2-TZVPD.

CARTESIAN COORDINATES (ANGSTROEM)
Hf 3.432390 3.345260 -4.400772
C 6.953827 6.099920 1.727218
C 7.615486 6.053663 0.326553
C 9.109601 6.689071 0.566727
C 10.083235 5.707171 1.201710
C 10.094823 4.371849 0.431440
C 8.711892 3.735891 0.279180
N 7.706443 4.684078 -0.286908
O 6.510896 4.151219 -0.885687
C 8.296739 3.093935 1.641507
C 8.949104 2.434855 -0.622457
C 6.855616 7.120573 -0.506433
H 6.429550 7.017893 1.992826
H 7.426934 5.847787 2.676264
H 6.074200 5.471745 1.586688
H 8.992848 7.561630 1.209476
H 9.568729 6.996471 -0.372849
H 9.832939 5.532060 2.248035
H 11.114301 6.059755 1.175450
H 10.772613 3.663100 0.907215
H 10.574922 4.580953 -0.524528
H 8.182583 3.824141 2.442675
H 9.025040 2.372582 2.012082
H 7.311896 2.627757 1.611793
H 8.266863 1.607061 -0.429097
H 9.868385 1.934198 -0.318539
H 8.901664 2.708353 -1.676524
H 6.911620 6.925258 -1.577326
H 7.297783 8.116661 -0.486115
H 5.791450 7.182043 -0.278699
C 2.365290 -0.101698 0.821694
C 0.923522 -0.489806 0.485683
C 0.197979 -0.415877 1.862503
C -1.318006 -0.552989 1.889906
C -1.941920 0.486501 0.907688
C -1.374962 0.381357 -0.539203
N 0.182098 0.473365 -0.389041
O 0.738637 0.782931 -1.683393
C -2.052928 1.612901 -1.237934
C -1.965535 -0.917685 -1.226588
C 0.923386 -1.928577 -0.096188
H 2.726950 -0.680858 1.671331
H 2.461135 0.983299 0.862971
H 3.048337 -0.491095 0.066767
H 0.508296 0.428410 2.478127
H 0.681089 -1.177049 2.475124
H -1.740246 -0.401465 2.883320
H -1.623388 -1.572946 1.656403
H -1.887260 1.536600 1.194748
H -3.007546 0.258035 0.925920
H -1.936890 2.539455 -0.675674
H -3.108590 1.375467 -1.369443
H -1.829082 1.712769 -2.300017
H -1.250418 -1.573267 -1.723503
H -2.727105 -0.681935 -1.969918
H -2.485999 -1.479715 -0.451121
H 0.228953 -2.632211 0.362911
H 1.813242 -2.519619 0.120414
H 0.791339 -1.949396 -1.177964
C -0.107169 4.324300 -9.177676
F 0.160400 5.540295 -8.733391
F -1.323790 4.355114 -9.754281
F 0.884523 3.952436 -10.060759
S -0.084711 3.006726 -7.637769
O 0.058175 3.749422 -6.382026
O -1.292829 2.156481 -7.641451
N 1.507095 2.292823 -7.477477
S 1.381954 1.175555 -8.643280
O 0.458355 1.491020 -9.742289
O 2.717569 0.791019 -9.097854
C 0.684946 -0.421625 -7.712690
F 1.600171 -0.886678 -6.920311
F -0.386404 -0.036840 -6.994729
F 0.384294 -1.287181 -8.609507
C -11.934425 -4.293203 3.901911
C -11.652726 -3.268843 2.962932
C -10.396025 -3.130819 2.314797
C -9.340378 -3.938594 2.705368
C -9.569110 -4.919441 3.673768
C -10.884751 -5.144702 4.222481
N -7.932661 -3.663682 2.212378
O -7.909050 -3.344858 1.001353
O -6.916940 -3.980248 2.928639
H -12.951340 -4.618160 4.065223
H -12.462604 -2.652943 2.600780
H -10.339039 -2.421574 1.502309
H -8.747953 -5.567456 3.942415
H -10.980754 -6.046292 4.809273
C 8.046072 -6.401824 0.329698
C 7.654391 -5.193637 1.142045
O 8.219609 -4.117956 1.045939
C 6.650394 -5.416548 2.235332
H 7.252077 -6.624777 -0.383010
H 8.092649 -7.193911 1.077047
H 9.010310 -6.281593 -0.164135
H 5.656491 -5.353924 1.792227
H 6.669217 -4.579568 2.933341
H 6.979582 -6.322377 2.744435
C -1.381994 -3.955897 7.953291
C -1.295158 -4.233290 9.457074
O -2.093489 -4.960729 10.044518
C -0.396935 -3.297217 10.257370
H -1.141116 -2.967617 7.561651
H -2.331779 -4.217443 7.486814
H -0.606608 -4.611429 7.556865
H -0.456607 -2.350411 9.720609
H 0.593552 -3.748082 10.318796
H -0.729573 -3.150670 11.284976
C 6.669102 -2.411212 -3.964576
C 6.744830 -1.057504 -4.678186
O 5.933932 -0.193644 -4.511429
C 8.007664 -0.724558 -5.450342
H 7.526972 -2.560423 -3.308915
H 6.870381 -3.219814 -4.667242
H 5.752528 -2.449796 -3.375918
H 8.885036 -0.598215 -4.816021
H 7.896071 0.236887 -5.951605
H 8.288086 -1.500944 -6.162160
C -7.445874 1.329195 4.289093
C -6.350073 1.901567 5.160172
O -5.729731 1.214909 6.023085
C -5.941337 3.355543 4.896978
H -7.665058 0.387882 4.793070
H -7.336086 1.241907 3.208154
H -8.360930 1.912417 4.392169
H -6.562336 3.881708 4.171998
H -4.972349 3.369655 4.398003
H -5.900992 3.871855 5.856090
C -1.721987 -7.013753 2.391339
C -0.342036 -7.651166 2.641025
O 0.561910 -7.052643 3.215836
C -0.038147 -8.953886 2.020921
H -1.651908 -5.959964 2.661021
H -2.501717 -7.447110 3.017684
H -2.038782 -7.093125 1.351413
H -0.135512 -9.774662 2.731521
H 0.978306 -8.904551 1.630418
H -0.717179 -9.031888 1.171842
C -1.982849 -6.718780 -4.533538
C -3.187788 -6.045945 -5.204758
O -3.292324 -5.994753 -6.435499
C -4.351789 -5.486908 -4.336899
H -2.299244 -7.384529 -3.730565
H -1.432252 -5.904616 -4.062280
H -1.259023 -7.215826 -5.179379
H -3.895102 -4.648044 -3.811674
H -4.729837 -6.267469 -3.676672
H -5.113216 -5.285119 -5.090287
C -10.388813 5.737841 -0.209563
C -10.089191 4.929191 -1.449710
O -10.906189 4.416981 -2.274226
C -8.680105 4.734790 -1.772735
H -10.837909 6.670665 -0.550516
H -9.415277 5.981297 0.215948
H -11.023450 5.331863 0.578166
H -8.211963 4.269629 -0.905230
H -8.313789 5.754740 -1.889471
H -8.641014 4.170090 -2.704225
C 2.809986 0.511217 7.122763
C 3.006164 1.945080 6.567502
O 2.096582 2.771038 6.691703
C 4.173784 2.206487 5.613388
H 2.848431 -0.152628 6.259085
H 1.816566 0.510295 7.571325
H 3.383770 0.177162 7.987219
H 5.060267 2.397023 6.218319
H 3.941587 3.071450 4.992072
H 4.299607 1.242404 5.120636
C 0.173968 7.461062 -0.196864
C 0.957377 6.182589 -0.160226
O 1.382839 5.661471 -1.241850
C 1.017293 5.491517 1.147761
H 0.846882 8.296708 -0.389151
H -0.325534 7.493986 0.771392
H -0.559939 7.385476 -0.999214
H 0.023914 5.089792 1.347517
H 1.137360 6.235746 1.935040
H 1.765735 4.707237 1.034406
C -8.028229 -2.643666 -8.124283
C -7.526600 -1.258827 -7.737563
O -7.627646 -0.231191 -8.422294
C -6.749452 -1.161464 -6.436564
H -8.020739 -2.778338 -9.205898
H -8.904598 -2.918592 -7.537349
H -7.122402 -3.168517 -7.820755
H -6.755616 -0.129048 -6.087016
H -5.703501 -1.423929 -6.595320
H -7.090179 -1.876298 -5.687555

Forces on atoms 1 to 6 (eV/Å):
-0.66 -0.29 -0.44
-1.97 -1.07 0.19
2.14 2.94 0.65
-0.37 -1.35 -0.49
-0.11 -0.88 0.06
0.05 1.38 0.17

Summary:
**Total charge**: +1
**F_max**: 8.32 eV/A
**E_LUMO**: -6.803 eV
**Gap between HOMO and LUMO**: 0.0840 hartree